73
Properties=species:S:1:pos:R:3:forces:R:3:lowdin_charge:R:1 method="wB97M-V/def2-TZVPD" de_lowest_kcal_mol=13.8 charge=-2 gap_ha=0.2032 homo_energy_ev=-1.557
Sn -0.2784 0.7273 1.1304 0.28 0.03 0.30 0.984
Cl 1.9920 0.1380 8.3021 -0.02 0.00 -0.11 0.600
Cl 4.1789 -1.2420 3.5716 -0.05 0.03 0.05 0.633
S 1.4795 2.1401 -0.9222 0.16 -0.05 0.01 0.863
S 0.7667 3.0758 2.3139 0.18 0.06 -0.17 0.492
S -3.1201 0.9071 1.2514 -0.22 -0.25 -0.01 0.427
S 0.8885 -1.2148 -4.8968 -0.11 0.09 0.11 0.592
S -1.4114 -2.0713 0.9851 0.06 0.12 -0.22 0.872
O 1.5212 -2.5165 -4.8429 0.03 -0.04 -0.02 -0.349
O -0.9653 0.0129 -1.9909 0.10 0.10 -0.07 -0.022
O 1.5516 -0.4177 2.4494 -0.23 0.06 -0.21 -0.204
O 1.4260 -0.2991 -5.8789 0.05 -0.02 -0.04 -0.343
N -0.5444 0.6535 3.8112 0.00 -0.15 0.10 0.023
N 0.7446 -0.5526 -3.4494 -0.12 0.07 0.10 -0.041
N 1.2616 -0.9612 -0.3516 -0.04 0.11 0.15 0.055
C 2.3572 5.1736 1.6699 -0.03 -0.01 -0.05 -0.155
C 0.9546 -2.2091 -0.6701 -0.05 0.03 0.07 -0.317
C -1.5774 1.1380 4.4569 0.07 -0.03 -0.07 -0.149
C -2.8903 -0.9587 -4.0322 -0.16 -0.03 0.01 -0.002
C -0.8537 -1.4294 -5.2096 -0.05 0.01 -0.07 -0.217
C 2.8004 -0.6145 4.4423 -0.04 -0.04 -0.06 -0.584
C -1.5321 -1.9369 -6.3012 0.03 -0.02 0.05 -0.055
C 3.1205 5.9987 0.8661 -0.01 -0.05 0.01 -0.125
C 1.8762 -3.0402 -1.2991 0.02 -0.01 0.03 -0.030
C -0.4926 0.9057 6.5768 -0.01 0.02 -0.02 -0.043
C -5.4110 -1.3921 -1.1298 0.06 0.07 -0.01 -0.130
C 2.8253 4.4833 -0.9508 -0.01 -0.04 0.08 -0.138
C 0.6401 0.3884 5.9108 -0.03 0.01 -0.05 -0.182
C 3.3535 5.6677 -0.4665 -0.03 0.00 0.03 -0.132
C -1.5117 -0.9432 -4.1017 0.02 0.05 -0.09 -0.133
C 2.7300 0.9735 -0.2387 -0.14 -0.10 -0.03 -0.372
C 0.5571 0.2638 4.5007 -0.04 0.06 -0.01 -0.150
C -4.7816 -2.6315 -1.1674 0.00 0.01 -0.02 -0.128
C -3.5942 -1.4749 -5.1158 0.03 0.00 -0.01 -0.084
C 1.8376 -0.0012 6.5543 0.00 -0.01 0.02 -0.622
C -2.9229 -1.9557 -6.2404 0.02 0.01 0.02 -0.101
C 2.8905 -0.4841 5.8280 -0.02 0.02 -0.03 -0.159
C 3.1173 -2.5250 -1.6294 -0.05 -0.03 0.01 -0.061
C 1.7731 3.9763 1.1988 0.03 0.07 -0.07 -0.704
C 1.6507 -0.2789 3.6993 0.12 0.07 0.14 -0.434
C -3.5782 -2.7768 -0.5024 0.07 0.08 0.06 -0.137
C -2.9849 -1.7202 0.1953 -0.04 -0.13 -0.07 -0.536
C 3.4158 -1.2122 -1.3081 0.00 0.01 -0.05 -0.021
C -4.8433 -0.3465 -0.4268 0.04 -0.05 0.03 -0.153
C -0.4624 -2.7173 -0.4532 0.06 0.10 0.01 -0.364
C 2.4562 -0.4551 -0.6530 -0.11 0.07 0.02 -0.337
C 2.0627 3.6325 -0.1436 0.07 0.05 0.03 -0.547
C -1.5940 1.2716 5.8579 -0.03 0.00 -0.01 -0.055
C -3.6326 -0.4683 0.2899 0.00 -0.03 0.06 -0.718
C -0.5436 -0.4196 -3.0604 0.11 -0.21 0.00 -0.535
H 4.3671 -0.7713 -1.5769 -0.01 -0.01 0.02 0.108
H -0.9967 -2.3061 -7.1676 -0.03 0.00 0.01 0.110
H -5.3296 0.6208 -0.4007 -0.02 -0.02 0.01 0.082
H 3.8393 -3.1390 -2.1541 -0.02 0.02 0.00 0.104
H -6.3472 -1.2405 -1.6559 -0.01 0.02 0.00 0.089
H 2.1723 5.4395 2.7044 0.00 0.01 -0.04 0.081
H -3.3901 -0.5789 -3.1483 0.01 -0.02 0.01 0.111
H 2.6983 1.0465 0.8529 0.01 -0.02 -0.03 0.063
H -3.4890 -2.3474 -7.0788 0.00 0.01 0.04 0.090
H 3.5394 6.9108 1.2795 -0.03 -0.02 0.01 0.087
H -0.4688 1.0113 7.6537 -0.01 -0.01 -0.01 0.079
H -5.2144 -3.4640 -1.7086 0.01 0.00 0.00 0.087
H -1.0484 -2.4507 -1.3342 0.01 0.02 0.04 0.075
H 2.9969 4.1875 -1.9801 0.00 0.00 0.04 0.091
H -4.6776 -1.5026 -5.0862 0.02 -0.01 -0.01 0.093
H 3.7072 1.2882 -0.5980 0.05 -0.01 0.02 0.081
H 3.8084 -0.7666 6.3258 0.00 -0.02 0.00 0.093
H -2.4320 1.4215 3.8505 0.02 -0.03 0.03 0.054
H 3.9370 6.3168 -1.1092 -0.01 -0.03 0.01 0.083
H -2.4779 1.6608 6.3476 0.03 0.02 -0.02 0.096
H -3.0742 -3.7363 -0.5182 0.01 0.00 0.01 0.096
H 1.6082 -4.0589 -1.5504 0.01 0.03 -0.03 0.109
H -0.4314 -3.8030 -0.3762 -0.01 -0.04 -0.04 0.070

---

80
Properties=species:S:1:pos:R:3:forces:R:3:lowdin_charge:R:1 method="wB97M-V/def2-TZVPD" de_lowest_kcal_mol=0.0 charge=-1 gap_ha=0.2186 homo_energy_ev=-4.802
Ba 1.3076 0.1577 -0.5736 -0.20 0.02 -0.84 1.975
Br -4.3306 -0.3621 -5.9411 -0.01 0.00 0.00 0.716
S 2.6431 0.7798 2.5257 0.20 -0.03 0.00 0.370
O 1.3980 0.0316 2.7560 -0.04 0.05 -0.07 -0.350
O 1.6208 -6.3236 -1.0098 -0.02 0.41 -0.26 0.099
O 3.6738 0.5657 3.4994 0.01 -0.08 0.04 -0.291
O 3.1048 0.5428 1.1353 0.38 0.18 0.35 -0.587
O 2.3166 2.3171 2.5802 -0.01 0.13 0.02 -0.219
O 1.6347 -1.9603 -2.0851 -0.01 -0.19 -0.03 -0.215
O 1.5242 -4.1634 -2.4458 0.00 -0.09 0.22 0.007
O 1.6061 -6.8236 1.1509 0.02 0.02 -0.01 0.070
N -1.4442 -1.4030 -1.2323 0.10 -0.04 -0.05 0.115
N -1.0688 0.3814 0.7418 -0.47 -0.10 0.51 0.025
N 0.8639 1.3010 -3.2997 0.06 0.08 0.01 0.050
N 1.1522 4.3301 2.2892 0.04 -0.02 -0.10 0.083
N -4.7552 0.1886 6.7669 -0.03 -0.01 0.06 0.049
N 3.2230 1.8358 -2.0282 0.10 0.13 0.01 0.041
N 1.3277 -2.3082 0.5556 0.07 0.02 0.03 -0.038
N 1.3019 -2.7309 1.8167 0.00 -0.07 0.02 0.036
N -2.2858 -3.9856 -0.6409 0.01 0.00 -0.02 0.100
N 0.3548 2.7009 0.1413 -0.05 0.17 0.40 -0.028
C -2.6629 -0.7133 2.1545 0.08 0.13 0.10 0.033
C -2.5143 0.2949 3.1168 0.03 -0.11 -0.13 -0.148
C -1.6136 1.3085 2.8769 -0.06 -0.03 -0.07 0.053
C -1.3813 -2.3774 -2.1298 -0.05 0.02 -0.01 -0.110
C 4.3018 2.2172 -1.3588 0.06 0.01 0.08 -0.105
C -2.7123 0.6936 -3.8524 -0.02 -0.01 0.00 -0.122
C -4.5571 1.3247 6.1046 0.00 0.06 -0.03 -0.148
C 1.7133 2.0373 -3.8796 -0.08 -0.09 0.02 -0.076
C -1.5145 0.0057 -5.8347 0.02 0.00 -0.01 -0.129
C -2.6972 0.1697 -5.1358 -0.02 0.00 0.01 -0.698
C 1.5792 -5.9938 0.2684 -0.03 0.00 -0.02 -0.519
C -1.9245 -1.7090 -0.0275 0.02 -0.05 -0.01 -0.208
C 1.3847 4.6321 1.0395 -0.02 0.06 0.11 -0.183
C 3.7819 3.3999 -3.7521 0.00 -0.04 0.06 -0.022
C -0.3242 0.9345 -3.9602 -0.07 -0.04 -0.06 -0.278
C -3.8427 1.4145 4.9208 0.04 -0.09 0.00 -0.012
C 1.1180 3.7809 -0.0468 0.09 -0.12 -0.17 -0.187
C 1.4856 -4.5443 0.5920 -0.05 0.05 0.22 -0.054
C -0.8909 1.3269 1.6732 0.16 0.06 -0.08 -0.231
C 4.9165 3.7884 -3.0508 -0.03 -0.04 0.02 -0.059
C -0.3209 0.3921 -5.2436 -0.05 0.04 0.09 -0.019
C 0.1216 2.3455 1.4026 -0.22 0.18 -0.02 -0.288
C 1.3982 -4.0652 1.8911 0.00 -0.11 -0.14 0.004
C 2.9624 2.4281 -3.1975 0.05 0.03 -0.03 -0.271
C 1.5503 -3.1529 -1.7074 -0.01 -0.16 -0.17 -0.625
C -4.2247 -0.9128 6.2429 0.02 -0.05 -0.01 -0.148
C 5.1781 3.1913 -1.8325 0.01 0.01 -0.02 -0.036
C 1.4473 -3.3796 -0.2114 0.00 0.00 -0.03 -0.152
C 0.9098 2.9504 2.4945 -0.08 -0.14 -0.07 -0.303
C -1.9084 -0.6296 1.0000 0.05 0.00 -0.16 -0.215
C -1.8024 -3.6679 -1.8368 0.00 0.00 0.01 -0.103
C -3.2934 0.2574 4.3744 -0.05 0.02 0.08 -0.166
C -3.4971 -0.9346 5.0642 -0.02 0.08 -0.04 -0.012
C -1.5197 1.0629 -3.2563 0.05 -0.02 -0.08 -0.024
C -2.3355 -3.0105 0.2575 -0.02 0.06 0.02 -0.075
H -4.3846 -1.8303 6.7993 0.00 0.00 -0.01 0.103
H 1.5766 -5.4941 -1.6149 0.01 -0.27 0.22 0.065
H -4.9965 2.2147 6.5427 0.01 0.00 -0.01 0.102
H 1.6926 5.6552 0.8300 -0.01 0.01 0.01 0.094
H 5.5756 4.5482 -3.4501 0.00 0.00 0.00 0.107
H -1.7232 -4.4596 -2.5709 0.00 0.01 -0.01 0.113
H 0.6170 0.2330 -5.7597 0.01 0.00 0.01 0.117
H -3.7242 2.3684 4.4243 -0.01 0.00 -0.01 0.115
H -1.5217 -0.4313 -6.8234 0.00 0.00 0.00 0.100
H -3.6448 0.7921 -3.3143 0.00 0.00 -0.01 0.105
H -1.4579 2.0848 3.6115 0.02 0.00 0.01 0.122
H 1.4045 -4.6029 2.8234 0.01 0.00 0.00 0.134
H -1.5013 1.4434 -2.2423 0.01 0.01 0.01 0.109
H -3.0749 -1.8625 4.7013 0.00 0.00 0.00 0.114
H 1.3006 -2.0075 2.5351 -0.01 -0.01 0.00 0.130
H -2.6919 -3.2821 1.2438 0.01 0.01 0.00 0.109
H 1.5458 2.4428 -4.8830 -0.02 -0.01 0.00 0.134
H -0.9579 -2.1322 -3.0970 0.00 -0.01 0.00 0.116
H 0.5076 2.7664 3.4858 0.03 -0.02 0.01 0.127
H 3.5257 3.8472 -4.7037 0.00 0.00 0.00 0.110
H 4.4566 1.7371 -0.3974 0.00 0.01 -0.01 0.102
H 6.0403 3.4674 -1.2419 0.00 0.00 0.00 0.109
H 1.3226 4.0841 -1.0672 -0.02 0.01 0.00 0.080
H -3.3659 -1.5196 2.3064 -0.01 0.00 0.01 0.110

---

67
Properties=species:S:1:pos:R:3:forces:R:3:lowdin_charge:R:1 method="wB97M-V/def2-TZVPD" charge=+1 gap_ha=0.2595 homo_energy_ev=-10.837
Ga 0.7950 -0.2888 -1.5924 -0.90 0.09 0.27 0.372
Cl -1.5631 6.4016 -2.2253 -0.05 0.07 -0.02 0.691
P 0.7119 0.0588 0.8705 0.14 0.03 0.05 1.146
O 2.5186 -0.8350 -1.3514 0.79 -0.39 -0.18 -0.042
O 3.2645 -2.8585 -0.7745 0.12 0.00 0.08 0.108
O 1.1471 1.2306 -2.5515 0.18 0.24 -0.09 -0.029
N 0.0883 -2.1044 -2.2449 0.21 0.17 0.16 0.096
N -1.2434 0.0999 -1.8414 0.18 0.20 0.03 0.054
C -2.8086 -1.5005 2.1473 -0.01 0.03 -0.02 -0.066
C -1.0734 -2.7396 3.2633 -0.01 -0.03 0.02 -0.057
C -1.7235 1.2833 -2.0372 -0.04 -0.18 -0.03 -0.010
C 3.8726 -0.1689 3.4114 0.01 0.03 0.07 -0.053
C -1.0784 -4.5980 -2.5426 0.14 0.02 -0.01 0.036
C -0.8162 4.8503 -2.3797 -0.03 -0.03 0.00 -0.671
C -0.9155 2.4452 -2.2143 0.25 0.19 0.09 -0.130
C 4.4857 -1.4660 1.4855 -0.04 -0.04 -0.04 0.003
C -0.4938 -0.9470 1.7720 -0.01 0.00 -0.16 -0.340
C -2.0144 -1.0679 -1.8298 -0.29 -0.28 0.02 -0.199
C 0.4304 1.7862 1.3576 -0.04 -0.05 -0.04 -0.347
C -1.8916 -3.4934 -2.2009 0.09 0.22 0.05 -0.129
C -3.2802 -3.5730 -1.9539 -0.06 0.05 0.03 -0.004
C 0.2662 -4.4243 -2.7298 -0.19 -0.15 0.00 0.004
C -1.8495 -0.7265 1.5177 0.05 -0.04 0.02 -0.120
C 2.6535 0.1267 2.8265 -0.01 -0.04 -0.07 -0.072
C 0.4702 2.3618 -2.5104 -0.13 -0.09 -0.11 -0.304
C 0.8288 -3.1544 -2.5422 0.07 0.06 0.01 -0.038
C 3.2780 -1.1496 0.8752 -0.08 -0.04 0.07 -0.123
C -1.2591 -2.2396 -2.0968 -0.27 -0.16 -0.03 -0.124
C 3.0156 -1.7088 -0.4969 -0.18 0.15 -0.07 -0.542
C -0.5227 2.1729 2.2955 0.04 -0.07 -0.03 -0.075
C -1.5385 3.7100 -2.1616 -0.04 -0.03 -0.05 -0.050
C -3.3598 -1.1843 -1.5844 0.18 0.14 -0.09 -0.001
C -0.1066 -1.9635 2.6392 0.02 0.04 -0.02 -0.059
C 0.5335 4.7681 -2.7452 -0.01 -0.05 0.07 -0.069
C 1.1531 3.5467 -2.8325 0.03 -0.03 0.05 0.012
C -3.9844 -2.4431 -1.6378 -0.05 -0.13 0.00 -0.045
C 4.7905 -0.9633 2.7389 0.01 -0.02 0.00 -0.042
C 1.0903 4.0840 1.0800 0.04 0.07 -0.07 -0.059
C 0.1188 4.4716 1.9931 -0.03 -0.04 0.02 -0.058
C -0.6795 3.5164 2.6041 -0.02 0.09 0.03 -0.060
C 1.2437 2.7474 0.7565 -0.01 -0.09 -0.01 -0.087
C 2.3486 -0.3483 1.5498 0.00 0.03 0.00 -0.284
C -2.4185 -2.5069 3.0220 -0.02 -0.03 0.01 -0.062
H -0.7744 -3.5280 3.9411 0.01 0.01 0.00 0.113
H -3.7745 -4.5342 -2.0063 0.01 0.00 -0.02 0.125
H 2.0100 2.4354 0.0547 0.01 0.07 -0.06 0.118
H 2.1928 3.4625 -3.1195 0.00 0.02 0.03 0.132
H -2.5981 3.7729 -1.9453 0.02 0.02 0.04 0.120
H 1.0846 5.6776 -2.9452 -0.02 -0.01 -0.04 0.117
H 5.1785 -2.1052 0.9544 0.01 0.01 0.02 0.129
H -1.4229 3.8183 3.3303 0.00 -0.02 0.00 0.112
H -5.0433 -2.5081 -1.4266 0.00 -0.01 -0.03 0.117
H 0.9098 -5.2520 -2.9889 0.01 0.01 0.01 0.124
H 1.8990 -2.9996 -2.5922 -0.02 0.02 -0.02 0.119
H -0.0087 5.5188 2.2336 0.01 -0.01 0.01 0.113
H 5.7445 -1.1940 3.1940 -0.01 0.00 0.00 0.115
H -2.1434 0.0634 0.8353 -0.05 0.00 0.04 0.100
H 0.9439 -2.1467 2.8262 -0.02 -0.02 0.02 0.110
H -3.1682 -3.1110 3.5160 0.01 0.00 0.00 0.112
H -3.9537 -0.3102 -1.3485 0.00 0.00 0.02 0.120
H 4.1069 0.2217 4.3927 -0.01 -0.01 0.00 0.114
H 1.7262 4.8307 0.6229 0.01 -0.03 -0.04 0.115
H -1.5317 -5.5757 -2.6495 0.01 -0.01 0.00 0.132
H 1.9318 0.7342 3.3590 0.02 0.03 0.01 0.115
H -2.8035 1.4090 -2.1263 0.00 0.04 0.02 0.144
H -3.8595 -1.3201 1.9613 0.01 0.00 -0.01 0.111
H -1.1302 1.4323 2.7980 -0.04 0.00 -0.02 0.103

---

78
Properties=species:S:1:pos:R:3:forces:R:3:lowdin_charge:R:1 method="wB97M-V/def2-TZVPD" de_lowest_kcal_mol=15.9 gap_ha="0.2468 / 0.2134" homo_energy_ev="-7.256 / -7.175" spin_multiplicity=2
Ir -0.9573 0.7219 0.8356 -0.17 0.46 -0.06 0.756
Te 1.2297 1.0810 2.1523 0.08 -0.05 0.02 1.099
Br -3.9409 1.0229 0.1469 -0.09 -0.03 0.01 0.841
S 1.1899 4.4983 1.9093 0.12 -0.01 0.04 1.002
S -1.4007 -1.3209 1.7567 0.09 0.02 -0.02 0.607
P 0.4143 -0.7794 -1.8440 0.13 0.04 -0.09 0.829
F -2.1858 -4.3095 1.6531 0.00 -0.01 0.01 0.124
F -1.8112 -3.7333 3.7048 0.00 0.00 0.00 0.130
F -1.0550 -5.6090 2.9505 0.00 0.00 0.00 0.123
F 0.1067 5.3624 -1.7769 0.00 0.00 0.00 0.154
F -1.5335 5.2716 -0.3751 0.00 0.00 -0.01 0.140
F -1.6731 4.2358 -2.2736 -0.03 -0.02 -0.04 0.133
O -1.0909 2.6758 0.0778 0.13 0.02 0.00 -0.233
O -5.1880 3.5860 4.4494 0.00 0.01 0.00 0.099
O 0.9070 2.9562 -0.9544 0.01 -0.02 0.01 0.043
N -2.2929 1.6366 2.2582 0.02 -0.15 0.08 -0.165
N 1.2117 -1.7229 1.4631 0.02 0.00 -0.02 -0.072
N -0.2376 0.1524 -0.7792 0.00 -0.41 0.10 -0.378
C 2.8604 0.1658 -1.1126 -0.08 0.03 -0.01 -0.097
C -0.2914 -2.4490 -1.9536 0.07 -0.02 0.11 -0.263
C -1.9948 2.1607 3.4533 0.00 -0.02 0.08 -0.103
C -0.8300 4.5620 -1.2690 0.04 0.03 0.03 -0.555
C 0.0607 -2.2914 1.8115 -0.02 0.11 0.04 -0.651
C 1.2930 5.5095 3.2818 -0.07 -0.01 -0.01 -0.412
C 0.6625 -0.6275 -4.6115 -0.01 0.03 0.00 -0.076
C -0.5871 1.1440 -3.5540 0.01 -0.02 -0.04 -0.061
C -4.5472 2.4071 2.5341 0.01 -0.01 -0.01 -0.022
C -1.5981 -4.9101 -1.9589 0.01 -0.03 0.01 -0.072
C 2.9398 -2.0591 -2.0475 0.02 0.04 0.01 -0.095
C 0.1998 -3.5108 -1.1947 -0.08 0.02 -0.03 -0.091
C 0.1380 -0.0383 -3.4639 -0.02 0.05 -0.01 -0.285
C 4.9636 -0.9842 -1.3215 -0.01 -0.01 0.00 -0.084
C -0.7863 1.7393 -4.7919 0.00 -0.01 0.01 -0.061
C -2.0938 -3.8594 -2.7168 -0.01 0.03 -0.02 -0.070
C -0.2249 3.2673 -0.6599 -0.06 -0.02 0.02 -0.643
C -2.9117 2.8279 4.2321 0.00 0.00 -0.01 0.033
C -1.2610 -4.3155 2.6268 -0.01 0.00 -0.03 -0.610
C 0.0205 -3.6455 2.2080 0.03 -0.03 0.01 -0.136
C 4.3170 -2.0805 -1.8776 -0.02 0.01 0.00 -0.083
C -3.5510 1.7670 1.8352 -0.03 0.08 -0.06 -0.700
C 1.2921 4.7879 4.4377 0.01 -0.05 0.00 -0.201
C 2.3373 -2.4343 1.4670 -0.03 0.02 0.00 -0.151
C 1.1970 3.3908 4.1929 0.05 0.08 0.03 -0.289
C 0.4580 -0.0328 -5.8454 0.01 -0.02 0.00 -0.078
C 1.1933 -4.3742 2.2001 0.00 0.01 -0.01 -0.006
C -0.2649 1.1510 -5.9341 -0.01 0.01 -0.01 -0.077
C 4.2370 0.1380 -0.9473 0.01 0.01 0.01 -0.069
C 2.3832 -3.7692 1.8127 0.01 -0.02 0.03 -0.046
C 2.2066 -0.9418 -1.6504 -0.01 -0.09 -0.08 -0.282
C -4.2159 2.9566 3.7669 0.01 0.00 0.00 -0.296
C -1.4448 -2.6348 -2.7139 -0.04 0.04 -0.02 -0.069
C 1.1405 3.0705 2.8607 -0.16 0.00 -0.08 -0.970
C -0.4510 -4.7353 -1.2000 0.02 0.01 -0.01 -0.069
H -2.9892 -3.9919 -3.3100 0.00 0.00 0.00 0.106
H 1.3598 5.2306 5.4211 0.00 0.00 0.00 0.097
H -4.8424 3.9362 5.2784 0.00 0.00 0.00 0.121
H 1.1803 2.6385 4.9708 0.02 0.00 0.01 0.092
H 1.0895 -3.3854 -0.5946 0.03 0.01 0.03 0.079
H 3.3144 -4.3169 1.7938 0.00 0.00 0.01 0.107
H 4.7405 0.9977 -0.5244 0.00 0.00 0.00 0.111
H 2.4437 -2.9160 -2.4832 -0.02 -0.02 -0.02 0.101
H -2.6027 3.2423 5.1826 -0.01 0.00 0.01 0.126
H -0.4181 1.6164 -6.8994 0.00 0.00 0.00 0.104
H 1.3409 6.5813 3.1727 -0.01 0.00 -0.01 0.064
H -2.1075 -5.8651 -1.9579 0.00 0.00 0.00 0.107
H -0.9871 1.5916 -2.6547 -0.01 0.00 0.02 0.085
H 0.8664 -0.4881 -6.7381 0.00 0.00 0.00 0.104
H -1.3429 2.6650 -4.8565 0.00 0.00 0.00 0.106
H 6.0377 -1.0031 -1.1864 0.00 0.00 0.00 0.103
H 2.2829 1.0401 -0.8297 0.04 -0.03 0.01 0.052
H 4.8836 -2.9517 -2.1800 0.00 0.00 0.00 0.103
H 3.2322 -1.8953 1.1699 0.00 0.00 -0.01 0.111
H -1.8392 -1.8173 -3.3062 0.01 0.00 0.02 0.110
H -5.5485 2.4867 2.1403 0.00 0.00 0.00 0.122
H 1.1772 -5.4143 2.4948 0.00 0.00 0.00 0.123
H -0.0652 -5.5505 -0.6007 0.00 0.00 0.00 0.109
H -0.9764 2.0394 3.7895 -0.01 -0.05 -0.06 0.057
H 1.2312 -1.5479 -4.5427 0.01 -0.01 0.00 0.109